19
Properties=species:S:1:pos:R:3 method="wB97M-V/def2-TZVPD" e_tot_ev=-9471.6001 multiplicity=1 mol_weight_g_mol=104.15 total_charge=0 de_lowest_kcal_mol=81.5
C 2.36 0.19 1.38
C 0.94 0.66 1.08
C 0.35 -0.10 -0.12
O 0.39 -1.40 -0.09
C -0.87 0.47 -0.70
C -1.47 -0.13 -1.92
O -2.01 -0.73 0.66
H 2.37 -0.90 1.48
H 3.06 0.46 0.57
H 2.74 0.63 2.31
H 0.29 0.46 1.94
H 0.92 1.74 0.89
H 0.82 0.48 -1.08
H -1.18 -1.30 0.54
H -1.15 1.49 -0.43
H -1.16 -1.17 -2.00
H -2.56 -0.04 -1.90
H -1.13 0.42 -2.81
H -2.71 -1.22 0.21


82
Properties=species:S:1:pos:R:3 method="wB97M-V/def2-TZVPD" e_tot_ev=-110345.1146 multiplicity=1 mol_weight_g_mol=676.55 total_charge=0 de_lowest_kcal_mol=10.7
Ti -0.61 0.50 1.63
S -4.77 0.67 3.59
C -4.41 -1.01 3.48
C -3.18 -1.23 2.94
C -2.47 -0.05 2.56
C -3.24 1.05 2.87
C -2.80 2.40 2.55
C -3.52 3.57 2.79
C -2.96 4.78 2.45
C -1.69 4.82 1.88
C -1.04 3.62 1.66
N -1.59 2.45 1.96
H -5.12 -1.73 3.85
H -2.77 -2.23 2.82
H -4.49 3.51 3.26
H -3.50 5.70 2.64
H -1.21 5.75 1.62
H -0.04 3.57 1.23
C 1.50 1.41 -4.69
C 1.50 0.23 -3.74
C 0.84 -1.00 -4.31
O 0.76 0.62 -2.55
P 1.42 0.63 -1.11
O 0.44 1.23 -0.17
C 1.96 -1.05 -0.75
P 0.66 -2.07 -0.03
O -0.52 -1.28 0.42
O 1.20 -2.99 1.09
C 2.55 -3.20 1.60
C 2.39 -3.49 3.07
C 3.20 -4.31 0.80
O 0.30 -3.00 -1.26
C -0.90 -3.82 -1.37
C -1.17 -4.61 -0.11
C -2.07 -2.95 -1.78
O 2.78 1.41 -1.24
C 2.90 2.81 -0.83
C 3.92 3.43 -1.77
C 3.31 2.85 0.62
H 2.04 1.16 -5.60
H 1.97 2.28 -4.23
H 0.47 1.66 -4.95
H 2.53 0.00 -3.45
H -0.19 -0.77 -4.59
H 0.82 -1.82 -3.59
H 1.38 -1.34 -5.20
H 2.74 -0.91 0.00
H 2.35 -1.52 -1.66
H 3.08 -2.26 1.50
H 1.82 -4.41 3.22
H 1.89 -2.67 3.56
H 3.38 -3.63 3.52
H 2.64 -5.24 0.92
H 4.22 -4.46 1.16
H 3.24 -4.06 -0.26
H -0.64 -4.49 -2.19
H -1.43 -3.96 0.72
H -0.30 -5.21 0.17
H -2.00 -5.29 -0.30
H -2.36 -2.27 -0.97
H -2.93 -3.59 -2.01
H -1.83 -2.35 -2.66
H 1.92 3.28 -0.96
H 4.88 2.92 -1.67
H 4.06 4.48 -1.51
H 3.59 3.37 -2.81
H 4.28 2.37 0.75
H 2.59 2.35 1.26
H 3.40 3.90 0.94
C -2.35 2.45 -1.31
S -2.48 0.78 -0.65
C -4.21 0.79 -0.19
H -2.66 3.18 -0.56
H -2.96 2.56 -2.20
H -1.31 2.61 -1.56
H -4.84 0.82 -1.08
H -4.43 1.64 0.46
H -4.41 -0.12 0.37
O 0.27 -0.61 3.08
N 1.10 0.15 2.33
O 2.28 -0.24 1.97
O 0.83 1.47 2.59